1.
ORCA calculation (wB97M-V/def2-TZVPD) on C37H39N4O6PRuSe2 as an isolated structure.

Cartesian coordinates (Å):
1 Ru -0.573 0.070 -0.150
2 O 1.103 1.286 0.577
3 C 2.310 1.421 0.663
4 C 3.341 1.095 -0.337
5 C 4.653 1.268 0.110
6 C 5.707 0.971 -0.721
7 C 5.513 0.518 -2.013
8 C 4.217 0.356 -2.474
9 C 3.134 0.636 -1.654
10 O 1.875 0.488 -2.171
11 N 7.085 1.148 -0.214
12 O 7.208 1.542 0.926
13 O 7.989 0.904 -0.981
14 H 2.716 1.845 1.594
15 H 4.854 1.628 1.110
16 H 6.368 0.309 -2.640
17 H 4.031 0.025 -3.486
18 Se -2.253 1.478 1.010
19 P -1.998 0.040 2.642
20 Se -1.113 -1.646 1.579
21 C -3.541 -0.369 3.471
22 C -3.631 -1.561 4.186
23 C -4.798 -1.868 4.864
24 C -5.873 -0.989 4.827
25 C -5.785 0.195 4.110
26 C -4.619 0.508 3.427
27 C -0.864 0.653 3.914
28 C -0.655 2.018 4.080
29 C 0.190 2.468 5.086
30 C 0.821 1.560 5.923
31 C 0.614 0.196 5.755
32 C -0.225 -0.259 4.752
33 H -2.800 -2.257 4.198
34 H -4.873 -2.796 5.414
35 H -6.785 -1.232 5.355
36 H -6.627 0.873 4.075
37 H -4.554 1.425 2.854
38 H -1.143 2.725 3.422
39 H 0.349 3.530 5.218
40 H 1.475 1.914 6.709
41 H 1.106 -0.512 6.409
42 H -0.374 -1.323 4.611
43 C -3.521 3.073 -3.426
44 C -2.034 3.012 -3.097
45 C -1.550 4.367 -2.589
46 C -1.241 2.598 -4.339
47 N -1.934 2.037 -1.985
48 N -0.602 1.652 -1.646
49 H -3.703 3.801 -4.216
50 H -4.096 3.361 -2.545
51 H -3.881 2.102 -3.774
52 H -1.729 5.136 -3.340
53 H -0.475 4.363 -2.388
54 H -2.078 4.642 -1.676
55 H -1.431 3.305 -5.148
56 H -1.532 1.604 -4.681
57 H -0.161 2.605 -4.169
58 H -2.427 1.178 -2.211
59 H -0.158 2.462 -1.222
60 H -0.054 1.414 -2.472
61 C 2.814 -2.201 2.620
62 O 2.365 -1.965 1.290
63 C 1.715 -2.987 0.658
64 C 1.700 -4.302 1.085
65 C 1.009 -5.252 0.340
66 C 0.340 -4.892 -0.815
67 C 0.342 -3.568 -1.239
68 C 1.025 -2.618 -0.504
69 N 1.067 -1.210 -0.830
70 C 1.386 -0.875 -2.220
71 C 0.226 -0.993 -3.163
72 C 0.540 -1.130 -4.520
73 C -0.427 -1.376 -5.470
74 C -1.751 -1.516 -5.055
75 C -2.090 -1.366 -3.728
76 C -1.119 -1.084 -2.750
77 O -1.543 -0.996 -1.493
78 H 3.622 -2.933 2.639
79 H 1.984 -2.539 3.244
80 H 3.181 -1.248 2.992
81 H 2.219 -4.596 1.985
82 H 1.000 -6.281 0.674
83 H -0.199 -5.633 -1.389
84 H -0.200 -3.286 -2.129
85 H 1.836 -0.860 -0.261
86 H 2.205 -1.515 -2.567
87 H 1.581 -1.068 -4.820
88 H -0.159 -1.485 -6.512
89 H -2.525 -1.738 -5.779
90 H -3.114 -1.475 -3.392

Values from the calculation:
- LUMO energy (spin up / spin down): -3.92 / -3.90 eV
- 2S+1: 2
- Molar mass: 925.71 g mol⁻¹
- Gap between HOMO and LUMO (spin up / spin down): 6.562 / 6.390 eV
- ΔE to the lowest compared entry with this formula, charge and spin: 64.0 kJ/mol
- Net charge: +1

2.
ORCA calculation (wB97M-V/def2-TZVPD) on C37H39N5OPdSSi as an isolated structure.

Cartesian coordinates (Å):
1 Pd -0.074 0.664 0.316
2 C 0.844 -0.954 1.246
3 Si 1.314 -2.152 -0.091
4 C -0.226 -2.359 -1.206
5 N -0.968 -1.096 -1.321
6 C -2.373 -1.312 -1.681
7 C -2.603 -1.690 -3.150
8 C -1.815 -0.759 -4.094
9 C -1.191 0.406 -3.323
10 C -0.274 -0.154 -2.242
11 C 1.673 -3.902 0.557
12 C 0.649 -4.660 1.129
13 C 0.877 -5.945 1.597
14 C 2.147 -6.499 1.508
15 C 3.182 -5.758 0.959
16 C 2.945 -4.473 0.488
17 C 2.851 -1.635 -1.056
18 C 3.840 -0.849 -0.466
19 C 5.013 -0.545 -1.144
20 C 5.218 -1.025 -2.430
21 C 4.248 -1.815 -3.031
22 C 3.081 -2.119 -2.345
23 H 1.676 -0.684 1.898
24 H 0.034 -1.347 1.868
25 H -0.871 -3.095 -0.719
26 H 0.014 -2.772 -2.200
27 H -2.925 -0.409 -1.442
28 H -2.763 -2.098 -1.031
29 H -3.676 -1.621 -3.345
30 H -2.319 -2.731 -3.318
31 H -2.460 -0.385 -4.893
32 H -1.004 -1.313 -4.574
33 H -1.970 1.036 -2.886
34 H -0.605 1.033 -3.999
35 H 0.183 0.652 -1.619
36 H 0.553 -0.671 -2.742
37 H -0.345 -4.232 1.220
38 H 0.063 -6.513 2.032
39 H 2.327 -7.505 1.868
40 H 4.177 -6.182 0.896
41 H 3.760 -3.902 0.057
42 H 3.692 -0.469 0.538
43 H 5.771 0.066 -0.668
44 H 6.132 -0.792 -2.961
45 H 4.405 -2.200 -4.031
46 H 2.336 -2.754 -2.816
47 S -0.616 2.524 4.647
48 C -2.081 1.599 4.502
49 C -3.110 1.445 5.418
50 C -4.163 0.612 5.078
51 C -4.183 -0.041 3.842
52 C -3.164 0.119 2.925
53 C -2.088 0.948 3.253
54 N -0.991 1.188 2.476
55 C -0.128 1.966 3.048
56 C 1.134 2.293 2.416
57 C 2.100 3.107 3.022
58 C 3.278 3.405 2.365
59 C 3.519 2.896 1.095
60 C 2.577 2.063 0.488
61 C 1.390 1.746 1.135
62 H -3.088 1.961 6.370
63 H -4.974 0.467 5.778
64 H -5.020 -0.685 3.601
65 H -3.167 -0.367 1.958
66 H 1.910 3.495 4.018
67 H 4.018 4.035 2.843
68 H 4.440 3.133 0.576
69 H 2.786 1.657 -0.494
70 C -4.547 2.765 -1.275
71 N -3.176 3.238 -1.168
72 C -2.808 4.451 -1.635
73 C -1.527 4.870 -1.528
74 C -0.584 3.983 -0.946
75 N -0.927 2.771 -0.532
76 C -2.227 2.384 -0.583
77 O -2.600 1.303 -0.145
78 N 0.711 4.328 -0.843
79 H -5.217 3.615 -1.390
80 H -4.801 2.213 -0.375
81 H -4.661 2.100 -2.133
82 H -3.588 5.055 -2.076
83 H -1.230 5.845 -1.886
84 H 0.957 5.299 -0.918
85 H 1.304 3.730 -0.278

Values from the calculation:
- LUMO energy: 0.37 eV
- Molar mass: 736.33 g mol⁻¹
- Gap between HOMO and LUMO: 6.584 eV
- ΔE to the lowest compared entry with this formula, charge and spin: 76.4 kJ/mol
- Net charge: 0

3.
ORCA calculation (wB97M-V/def2-TZVPD) on C37H40AsN6O2PtS as an isolated structure.

Cartesian coordinates (Å):
1 Pt 1.156 -0.363 1.199
2 C 2.616 -4.414 0.615
3 C 2.424 -3.054 0.449
4 N 1.608 -2.358 1.249
5 C 1.013 -3.031 2.296
6 C 1.270 -4.402 2.448
7 N 2.022 -5.062 1.612
8 C 0.218 -2.212 3.181
9 C -0.472 -2.591 4.321
10 C -1.127 -1.626 5.104
11 C -1.098 -0.291 4.670
12 C -0.432 0.046 3.504
13 N 0.221 -0.913 2.792
14 C -0.310 1.352 2.900
15 C -0.924 2.537 3.338
16 N -0.729 3.675 2.731
17 C 0.083 3.734 1.677
18 C 0.694 2.591 1.193
19 N 0.486 1.411 1.778
20 C -1.780 -1.980 6.373
21 C -1.355 -3.096 7.101
22 C -1.942 -3.364 8.330
23 N -2.872 -2.579 8.799
24 C -3.321 -1.532 8.162
25 C -2.805 -1.195 6.916
26 H 3.261 -4.991 -0.027
27 H 2.932 -2.505 -0.327
28 H 0.860 -4.962 3.275
29 H -0.518 -3.631 4.594
30 H -1.566 0.483 5.253
31 H -1.593 2.543 4.188
32 H 0.238 4.710 1.240
33 H 1.356 2.590 0.332
34 H -0.562 -3.740 6.760
35 H -1.641 -4.207 8.935
36 H -4.089 -0.943 8.644
37 H -3.217 -0.346 6.396
38 C -2.188 2.613 -1.244
39 As -0.411 2.781 -2.050
40 C -0.915 2.267 -3.874
41 C -0.239 4.842 -2.085
42 C 0.269 5.269 -3.381
43 C -0.578 5.824 -4.356
44 C -0.042 6.373 -5.501
45 C 1.331 6.310 -5.738
46 C 2.177 5.703 -4.807
47 C 1.649 5.181 -3.651
48 H -2.937 3.034 -1.915
49 H -2.244 3.122 -0.285
50 H -2.414 1.559 -1.085
51 H -1.571 3.016 -4.319
52 H -1.455 1.320 -3.823
53 H -0.049 2.140 -4.520
54 H 0.441 5.094 -1.273
55 H -1.248 5.195 -1.873
56 H -1.641 5.885 -4.169
57 H -0.691 6.851 -6.217
58 H 1.736 6.720 -6.650
59 H 3.237 5.642 -4.998
60 H 2.287 4.723 -2.907
61 C 1.345 -4.381 -2.903
62 S 0.715 -2.966 -1.928
63 O 1.128 -1.756 -2.701
64 C -1.055 -3.214 -2.196
65 C -1.687 -2.828 -3.361
66 C -3.021 -3.157 -3.528
67 C -3.697 -3.855 -2.541
68 C -3.060 -4.199 -1.357
69 C -1.729 -3.868 -1.177
70 H 1.002 -4.303 -3.929
71 H 0.994 -5.301 -2.447
72 H 2.430 -4.342 -2.872
73 H -1.144 -2.289 -4.120
74 H -3.530 -2.870 -4.434
75 H -4.726 -4.132 -2.700
76 H -3.597 -4.728 -0.587
77 H -1.205 -4.127 -0.269
78 C 4.117 -0.264 -0.921
79 C 2.755 0.180 -1.471
80 C 2.931 1.276 -2.532
81 O 1.819 0.493 -0.546
82 H 4.786 0.596 -0.897
83 H 4.581 -1.019 -1.549
84 H 4.022 -0.631 0.101
85 H 2.277 -0.697 -2.052
86 H 3.444 2.131 -2.092
87 H 3.533 0.904 -3.355
88 H 1.962 1.601 -2.913

Values from the calculation:
- LUMO energy (spin up / spin down): -8.38 / -12.13 eV
- 2S+1: 5
- Molar mass: 902.83 g mol⁻¹
- Gap between HOMO and LUMO (spin up / spin down): 4.753 / 2.664 eV
- ΔE to the lowest compared entry with this formula, charge and spin: 174.1 kJ/mol
- Net charge: +3

4.
ORCA calculation (wB97M-V/def2-TZVPD) on C37H40CdCl5 as an isolated structure.

Cartesian coordinates (Å):
1 Cd 0.653 0.277 0.586
2 C -0.866 1.626 2.483
3 C -1.862 1.798 1.484
4 C -1.235 2.414 0.365
5 C 0.143 2.589 0.702
6 C 0.369 2.130 2.045
7 C 1.586 2.410 2.909
8 C 1.288 3.650 3.767
9 C 2.823 2.690 2.056
10 C 1.880 1.221 3.830
11 C -1.735 2.833 -1.022
12 C -1.937 1.616 -1.938
13 C -3.007 3.689 -0.950
14 C -0.690 3.716 -1.726
15 C -3.306 1.370 1.774
16 C -4.119 2.586 2.253
17 C -3.335 0.337 2.914
18 C -4.023 0.690 0.601
19 H -1.028 1.196 3.459
20 H 0.856 3.163 0.133
21 H 1.072 4.511 3.130
22 H 2.144 3.894 4.404
23 H 0.419 3.475 4.403
24 H 2.671 3.555 1.407
25 H 3.084 1.829 1.437
26 H 3.679 2.905 2.702
27 H 1.026 0.998 4.473
28 H 2.737 1.440 4.473
29 H 2.115 0.326 3.247
30 H -2.620 0.880 -1.525
31 H -0.981 1.113 -2.103
32 H -2.315 1.930 -2.917
33 H -3.856 3.157 -0.535
34 H -3.285 4.022 -1.955
35 H -2.831 4.573 -0.334
36 H 0.236 3.172 -1.916
37 H -0.460 4.608 -1.140
38 H -1.085 4.035 -2.693
39 H -3.657 3.012 3.146
40 H -5.143 2.288 2.502
41 H -4.163 3.370 1.498
42 H -2.994 0.758 3.860
43 H -2.717 -0.529 2.669
44 H -4.362 -0.007 3.062
45 H -4.173 1.345 -0.251
46 H -5.011 0.355 0.930
47 H -3.463 -0.186 0.271
48 Cl 4.619 -0.629 1.193
49 C 3.442 -1.741 0.544
50 C 2.070 -1.515 0.910
51 C 1.027 -2.447 0.298
52 Cl -1.718 -2.379 0.317
53 C 1.570 -3.628 -0.403
54 Cl 0.451 -4.881 -0.811
55 C 2.863 -3.709 -0.754
56 Cl 3.466 -5.082 -1.617
57 C 3.824 -2.679 -0.348
58 Cl 5.431 -2.734 -0.996
59 C 2.106 -5.856 4.141
60 C 3.079 -5.331 3.306
61 C 2.822 -4.197 2.546
62 C 1.580 -3.569 2.603
63 C 0.612 -4.102 3.457
64 C 0.867 -5.233 4.215
65 C 1.201 -2.369 1.809
66 C -0.149 -1.703 -0.291
67 C -0.113 -1.590 -1.776
68 C 1.105 -1.252 -2.395
69 C 1.185 -1.051 -3.761
70 C 0.059 -1.185 -4.565
71 C -1.144 -1.530 -3.971
72 C -1.230 -1.734 -2.599
73 H 2.310 -6.742 4.731
74 H 4.051 -5.803 3.241
75 H 3.602 -3.796 1.915
76 H -0.359 -3.623 3.509
77 H 0.095 -5.630 4.864
78 H 0.389 -1.832 2.294
79 H 2.001 -1.136 -1.795
80 H 2.141 -0.790 -4.201
81 H 0.123 -1.028 -5.634
82 H -2.034 -1.646 -4.577
83 H -2.180 -2.000 -2.159

Values from the calculation:
- LUMO energy: 2.59 eV
- Molar mass: 774.40 g mol⁻¹
- Gap between HOMO and LUMO: 6.937 eV
- Net charge: -1